This record from the OMol25 dataset describes a cluster of 7 separate species, C28H56O21 in total in a non-equilibrium geometry. The level of theory is the ωB97M-V functional and the def2-TZVPD basis.

The geometry in XYZ format:
```
105
Properties=species:S:1:pos:R:3
C -3.4778 -1.4294 -1.7248
C -4.4965 -2.2216 -2.5334
O -5.4189 -1.3699 -3.1978
C -6.5770 -1.0669 -2.6901
O -6.9897 -1.1522 -1.4339
O -7.2967 -0.4569 -3.6279
C -8.6870 -0.0633 -3.3954
H -2.8813 -1.8681 -0.9249
H -3.9047 -0.6574 -1.0845
H -2.7165 -0.9160 -2.3122
H -5.0317 -2.8565 -1.8274
H -3.9386 -2.8261 -3.2487
H -9.1171 0.3050 -4.3268
H -8.8317 0.8513 -2.8205
H -9.2892 -0.9222 -3.0989
C 4.5230 2.7568 1.3271
C 3.2302 3.5940 1.0208
O 2.8315 4.2770 2.1676
C 3.3785 5.4506 2.5215
O 4.1107 6.1925 1.8680
O 3.0056 5.7274 3.8753
C 3.6592 6.7467 4.6744
H 4.6318 2.5964 2.3997
H 5.4706 3.1314 0.9399
H 4.5046 1.7628 0.8804
H 2.5041 2.7938 0.8774
H 3.4452 4.0866 0.0725
H 4.4419 6.2807 5.2731
H 2.8944 7.0981 5.3670
H 3.9516 7.6728 4.1794
C -1.9448 -0.5307 1.7935
C -1.5008 0.7549 1.1205
O -0.2263 0.6200 0.4672
C 0.0433 1.2287 -0.7242
O -0.7876 1.7610 -1.4608
O 1.3445 1.0694 -0.9398
C 1.9347 1.5280 -2.1693
H -2.7981 -0.4550 2.4675
H -1.2014 -0.7644 2.5556
H -2.0044 -1.3964 1.1338
H -1.2264 1.5028 1.8643
H -2.1966 1.1437 0.3770
H 1.2060 1.3822 -2.9667
H 2.9184 1.0634 -2.2384
H 2.2099 2.5792 -2.0836
C 0.9516 -2.6890 -0.2305
C 2.1776 -2.8382 -1.1143
O 2.0289 -3.2774 -2.4452
C 1.4619 -2.4504 -3.3560
O 1.2667 -1.2460 -3.1748
O 1.0009 -3.2109 -4.3426
C 0.2191 -2.6307 -5.3348
H 0.2412 -3.5141 -0.1808
H 0.3795 -1.8156 -0.5437
H 1.1915 -2.4944 0.8148
H 2.8583 -3.5714 -0.6816
H 2.7633 -1.9311 -0.9650
H -0.2312 -3.2999 -6.0680
H 0.8830 -1.9490 -5.8664
H -0.6744 -2.1816 -4.9012
C -0.5509 0.5498 -11.5953
C 0.3148 0.2726 -10.4007
O 0.1108 1.0668 -9.2395
C 0.4186 0.7434 -7.9586
O 1.1315 -0.2105 -7.6927
O -0.3807 1.5517 -7.1696
C -0.0275 1.6739 -5.8347
H -0.2452 -0.1381 -12.3836
H -0.5464 1.5547 -12.0174
H -1.5915 0.3439 -11.3445
H 1.3423 -0.0279 -10.6055
H -0.0394 -0.6921 -10.0374
H -0.5070 2.4691 -5.2639
H 1.0290 1.8102 -5.6039
H -0.3957 0.7696 -5.3502
C 2.0731 0.7524 3.3855
C 2.3099 -0.3387 2.2896
O 2.7782 -1.5290 2.9026
C 3.6797 -2.3129 2.3124
O 4.1013 -2.2619 1.1518
O 3.9623 -3.3306 3.1758
C 4.8651 -4.3764 2.8169
H 1.3469 0.4923 4.1556
H 1.7309 1.6566 2.8821
H 3.0361 0.9168 3.8689
H 2.7826 0.1034 1.4126
H 1.3354 -0.6089 1.8829
H 5.8602 -3.9392 2.7342
H 4.4422 -4.8471 1.9293
H 4.9305 -5.1989 3.5291
C -1.0476 -2.4992 10.7953
C -2.0227 -1.4547 10.3675
O -2.2268 -1.4599 9.0004
C -2.3041 -0.3022 8.3299
O -2.1969 0.8122 8.8202
O -2.5395 -0.5441 6.9770
C -2.6405 0.5318 6.0210
H -1.5781 -3.4506 10.8341
H -0.5981 -2.2726 11.7622
H -0.2453 -2.7848 10.1150
H -1.5720 -0.5234 10.7104
H -2.9161 -1.4618 10.9919
H -3.1712 1.4233 6.3553
H -2.8245 0.2261 4.9911
H -1.6306 0.9409 5.9939
```

- calculated total energy (Eh) = -2680.4106
- LUMO energy (Eh) = 0.0184
- relative energy (zero: lowest compared OMol25 entry of this formula, charge and spin) (eV) = 5.436
- gap between HOMO and LUMO (eV) = 10.8
- E_HOMO (eV) = -10.2897

***

This record from the OMol25 dataset describes a structure of composition C30H47ClP2Sc in a non-equilibrium geometry. The level of theory is the ωB97M-V functional and the def2-TZVPD basis.

The geometry in XYZ format:
```
81
Properties=species:S:1:pos:R:3
Sc -1.9085 2.6100 -3.0648
C -1.1410 -0.3545 3.8501
C -2.2328 -0.8373 3.0687
C -0.6883 -2.5277 3.2446
C -0.1738 -1.3897 3.9217
C -1.9580 -2.1858 2.7084
C -1.0214 0.9761 4.4771
H -1.7967 1.6655 4.1214
H -0.0379 1.4287 4.2860
H -1.1292 0.8916 5.5672
C 1.1437 -1.3142 4.5899
H 1.2113 -0.4291 5.2320
H 1.9602 -1.2584 3.8541
H 1.3299 -2.2044 5.2072
C -0.0007 -3.8277 3.1227
H 0.4388 -4.1308 4.0829
H 0.8180 -3.7752 2.3908
H -0.6997 -4.6079 2.8022
C -2.8333 -3.0672 1.9111
H -3.4151 -3.7391 2.5595
H -2.2416 -3.6979 1.2338
H -3.5496 -2.4882 1.3126
C -3.4704 -0.0928 2.7305
H -4.3009 -0.3521 3.4115
H -3.8102 -0.3312 1.7104
H -3.3201 0.9934 2.7998
C -0.2205 3.7733 -3.4504
C -1.0316 4.4336 -2.5391
C -2.4448 4.8982 -2.7860
C -3.1497 4.4513 -4.0997
C -3.5013 2.9969 -4.3061
C -2.7031 2.0143 -4.8893
C -1.2326 2.1170 -5.2409
C -0.5051 3.4461 -4.9046
H -2.4198 6.0075 -2.8514
H -2.6540 4.9148 -4.9683
H -3.0999 4.6615 -1.9288
H -0.9316 4.2799 -5.4936
H 0.8117 3.5440 -3.1456
H -0.6368 4.7011 -1.5505
H 0.5026 3.2772 -5.3232
H -0.6625 1.2551 -4.8248
H -3.1316 1.0344 -5.0891
H -1.1310 1.9944 -6.3291
H -4.1286 4.9603 -4.0415
H -4.4910 2.7137 -3.9227
P 0.6631 1.8414 -0.2541
C 2.2185 2.2548 0.5866
C -0.4443 1.4577 1.1592
P 0.1777 -1.3558 -0.7832
C 1.1555 0.1828 -0.9623
C -1.6004 -0.9387 -0.8842
C 0.4745 -2.1181 -2.4302
H 2.9780 1.5193 0.2972
H 2.0409 2.2545 1.6696
H 2.5281 3.2537 0.2369
H -1.4980 1.4051 0.8446
H -0.3694 2.2821 1.8943
H -0.1821 0.5088 1.6471
H -0.0117 -1.5171 -3.2019
H 0.0519 -3.1312 -2.4208
H 1.5483 -2.1813 -2.6155
H 2.1210 -0.0696 -0.4944
H 1.3476 0.3690 -2.0352
H -2.2197 -1.8399 -0.7284
H -1.8191 -0.4806 -1.8601
H -1.8643 -0.2415 -0.0729
Cl 3.9473 -1.4787 -1.6888
C 4.4936 -2.3439 -0.3119
C 5.8048 -2.7852 -0.2839
C 6.2929 -3.4823 0.8372
C 5.4736 -3.6185 1.9623
C 4.1559 -3.1752 1.9431
C 3.5769 -2.6251 0.7612
C 2.1681 -2.4337 0.6596
H 6.4447 -2.6223 -1.1439
H 7.2929 -3.9105 0.8104
H 5.8731 -4.0974 2.8634
H 3.5187 -3.2877 2.8204
H 1.7013 -1.7316 1.3559
H 1.5489 -3.2918 0.3760
```

- calculated total energy (Eh) = -3074.4176
- LUMO energy (spin up / spin down) (Eh) = -0.1219 / -0.1202
- relative energy (zero: lowest compared OMol25 entry of this formula, charge and spin) (eV) = 2.133
- total charge = +1
- gap between HOMO and LUMO (spin up / spin down) (eV) = 5.8 / 5.7
- E_HOMO (spin up / spin down) (eV) = -9.0916 / -8.9837

***

This record from the OMol25 dataset describes a structure of composition C27H38BeFN6Te in a non-equilibrium geometry. The level of theory is the ωB97M-V functional and the def2-TZVPD basis.

The geometry in XYZ format:
```
74
Properties=species:S:1:pos:R:3
Be 0.2816 -0.2917 -0.5121
C 1.2008 2.6058 0.3764
N 0.3941 2.9540 -0.7704
C 0.2162 4.3779 -0.9942
C -0.8106 4.4054 -2.1102
N -1.4160 3.0732 -2.0403
C -2.3145 2.7861 -3.1503
C -0.6142 2.2320 -1.3234
N -0.7424 0.9394 -1.1304
C -1.9333 0.2472 -1.6290
C -1.7233 -1.2683 -1.6980
N -0.6499 -1.7043 -0.7980
C -0.4611 -2.9850 -0.5959
N 0.4863 -3.4565 0.2474
C 1.5441 -2.7513 0.9333
C 0.4997 -4.9070 0.3222
C -0.6269 -5.3124 -0.6241
N -1.1611 -4.0374 -1.1070
C -2.0538 -4.1140 -2.2578
H 2.1533 3.1252 0.2869
H 1.3962 1.5381 0.4126
H 0.7158 2.9368 1.3019
H 1.1613 4.8430 -1.2734
H -0.1596 4.8574 -0.0828
H -0.3457 4.5551 -3.0894
H -1.5719 5.1702 -1.9644
H -2.7690 3.7307 -3.4405
H -3.1214 2.1198 -2.8676
H -1.7814 2.3853 -4.0172
H -2.1827 0.5556 -2.6396
H -2.7883 0.4753 -0.9811
H -1.4705 -1.5307 -2.7288
H -2.6716 -1.7415 -1.4438
H 1.3811 -1.6798 0.9125
H 2.5094 -2.9636 0.4658
H 1.5822 -3.0874 1.9719
H 0.3245 -5.2301 1.3508
H 1.4714 -5.2954 0.0082
H -1.4089 -5.8827 -0.1209
H -0.2605 -5.9056 -1.4638
H -2.2299 -5.1675 -2.4574
H -1.6166 -3.6792 -3.1561
H -3.0228 -3.6587 -2.0690
F 2.5141 3.9854 -4.7701
C 2.4261 2.9192 -3.9460
C 1.5069 1.9274 -4.2297
C 1.3996 0.8509 -3.3636
C 2.1820 0.7506 -2.2089
C 1.9564 -0.3568 -1.2202
C 3.1415 1.7428 -2.0038
C 3.2672 2.8313 -2.8569
H 0.9013 2.0025 -5.1247
H 0.6831 0.0660 -3.5852
H 2.8293 -0.4083 -0.5603
H 1.9706 -1.3040 -1.7766
H 3.8076 1.6700 -1.1514
H 4.0176 3.5953 -2.6980
C 0.1693 1.1405 3.4594
Te -0.8089 0.0607 1.8678
C -1.0277 -1.4859 3.3643
C -0.7530 -0.8375 4.6950
C -1.0668 -1.4895 5.8840
C -0.8124 -0.8850 7.1035
C -0.2308 0.3748 7.1457
C 0.0928 1.0245 5.9672
C -0.1717 0.4254 4.7386
H -0.1970 2.1655 3.4778
H 1.2463 1.1654 3.2906
H -0.3365 -2.3070 3.1690
H -2.0411 -1.8787 3.3096
H -1.5150 -2.4758 5.8567
H -1.0754 -1.3940 8.0212
H -0.0400 0.8562 8.0955
H 0.5543 2.0044 5.9966
```

- calculated total energy (Eh) = -1762.6873
- LUMO energy (Eh) = -0.0761
- total charge = +1
- gap between HOMO and LUMO (eV) = 8.0
- E_HOMO (eV) = -10.1110

***

This record from the OMol25 dataset describes a structure of composition C21H23IN5O2S4SbW. The level of theory is the ωB97M-V functional and the def2-TZVPD basis.

The geometry in XYZ format:
```
58
Properties=species:S:1:pos:R:3
W -0.2057 -0.5126 1.0256
C 0.5185 2.9757 3.7970
C 1.1839 3.8996 3.0027
C 1.4333 3.5851 1.6855
C 1.0086 2.3611 1.1789
N 0.3297 1.4916 1.9425
C 0.1114 1.7872 3.2321
C 1.2890 1.9073 -0.1923
C 2.0375 2.6268 -1.0828
C 2.4713 1.9313 -2.2672
C 2.0007 0.7172 -2.5792
C 0.8794 0.1061 -1.7789
N 0.8165 0.6786 -0.4308
H 0.3184 3.1648 4.8418
H 1.5154 4.8454 3.4126
H 1.9709 4.2647 1.0427
H -0.4173 1.0374 3.7981
H 2.4223 3.6033 -0.8369
H 3.2364 2.3796 -2.8916
H 2.3734 0.1929 -3.4458
H -0.0774 0.2950 -2.3116
S 4.4276 -4.6339 3.6390
Sb 3.5775 -4.3312 1.5547
S 0.5917 -1.6834 2.8583
S 2.1660 -0.8735 1.8523
S 5.2284 -4.1340 0.0001
C 0.8554 -3.8318 -2.0010
C 1.3052 -2.4598 -2.5047
C 0.6183 -2.1640 -3.8467
C 2.8345 -2.4845 -2.6561
C 0.8792 -1.4004 -1.5021
N 0.4081 -1.7057 -0.3726
H 1.1343 -4.5928 -2.7356
H -0.2223 -3.8624 -1.8358
H 1.3484 -4.0681 -1.0579
H 0.8948 -2.9322 -4.5731
H 0.9125 -1.1962 -4.2558
H -0.4682 -2.1741 -3.7323
H 3.1067 -3.2743 -3.3609
H 3.3209 -2.7123 -1.7063
H 3.2478 -1.5463 -3.0260
C -1.7246 0.8742 0.0221
H -1.3015 1.8806 0.0356
H -1.6948 0.5259 -1.0104
I -2.3476 -2.3870 0.4852
C -4.0256 0.6190 -0.6863
C -5.3835 0.8078 -0.3260
C -5.7978 1.3512 0.8671
C -4.8374 1.7646 1.7931
C -3.5222 1.5788 1.4731
N -3.1609 1.0099 0.2996
H -6.1331 0.5044 -1.0499
H -6.8539 1.4719 1.0902
H -5.0991 2.2010 2.7465
H -2.7234 1.8611 2.1384
O -2.8538 -0.3143 4.2665
N -2.2265 -0.9147 3.4313
O -1.6973 -0.1120 2.5438
```

- calculated total energy (Eh) = -3436.0795
- LUMO energy (Eh) = 0.1303
- relative energy (zero: lowest compared OMol25 entry of this formula, charge and spin) (eV) = 2.209
- total charge = -2
- gap between HOMO and LUMO (eV) = 5.3
- E_HOMO (eV) = -1.7745

***

This record from the OMol25 dataset describes a structure of composition C23H46FeO23Rb in a non-equilibrium geometry. The level of theory is the ωB97M-V functional and the def2-TZVPD basis.

The geometry in XYZ format:
```
94
Properties=species:S:1:pos:R:3
Fe -0.1601 -3.5637 0.2218
Rb -3.5303 -3.9944 2.5428
O 0.5939 -1.8990 -0.9096
C -0.2355 -0.7962 -0.4558
C -1.6620 -1.1891 0.1339
O -1.8101 -2.2643 1.0117
H -0.3286 -0.1324 -1.3153
H 0.3564 -0.1812 0.2220
H -2.2559 -1.5141 -0.7203
H -2.0170 -0.3180 0.6845
C 1.7638 -7.7843 -0.8283
O 2.6392 -6.7916 -1.2714
C 2.2608 -5.4915 -1.2423
O 1.2532 -5.0470 -0.7391
O 3.2363 -4.8952 -1.8724
C 3.3360 -3.5199 -2.0389
H 1.0139 -8.0702 -1.5660
H 1.3214 -7.5984 0.1504
H 2.3593 -8.6794 -0.6490
H 4.0111 -3.3343 -2.8743
H 3.7200 -2.9685 -1.1807
H 2.2896 -3.2480 -2.1776
C -1.8725 2.1519 -2.0922
O -1.5403 3.2258 -1.3029
C -2.5632 3.7466 -0.6205
O -3.7020 3.2902 -0.5169
O -2.1807 4.9036 -0.0827
C -3.1085 5.7821 0.4777
H -2.6607 2.4567 -2.7806
H -2.3692 1.2978 -1.6317
H -1.0612 1.7902 -2.7239
H -3.7526 5.2165 1.1509
H -3.6993 6.2981 -0.2791
H -2.5298 6.5555 0.9828
C -7.9810 -1.7801 3.9529
O -7.4950 -0.8574 2.9559
C -6.1558 -0.7176 2.7070
O -5.2226 -1.2316 3.3002
O -6.1527 0.1610 1.6622
C -4.8879 0.5769 1.0903
H -7.4893 -2.7526 3.9794
H -9.0002 -2.0462 3.6726
H -8.1413 -1.4181 4.9685
H -4.9810 1.4426 0.4345
H -4.3695 -0.2577 0.6181
H -4.2336 0.9221 1.8908
C 3.0737 -3.6030 -6.1460
O 3.1665 -2.4834 -5.3228
C 2.1367 -1.6856 -5.0521
O 0.9422 -2.0563 -5.2202
O 2.5165 -0.5724 -4.4654
C 1.4747 0.2553 -3.9430
H 2.1183 -3.8732 -6.5958
H 3.4955 -4.4760 -5.6479
H 3.7654 -3.4737 -6.9784
H 0.7100 0.3730 -4.7108
H 1.8853 1.2358 -3.7022
H 1.1160 -0.0761 -2.9686
C 0.3619 -0.8230 3.2397
O 1.5753 -1.5641 3.4277
C 1.7974 -2.6969 2.7534
O 1.1962 -3.0760 1.7828
O 3.0112 -3.1977 3.1594
C 3.7023 -4.2203 2.4739
H -0.5218 -1.4605 3.2663
H 0.3177 -0.3871 2.2416
H 0.3449 0.1020 3.8160
H 3.1218 -5.1414 2.4237
H 4.6017 -4.5395 3.0006
H 4.0846 -3.8508 1.5223
C 1.7499 4.9823 5.5383
O 1.1282 4.7196 4.2954
C 0.1935 3.7698 4.1503
O -0.4717 3.2633 5.0527
O 0.0501 3.4801 2.8099
C -0.9201 2.5336 2.3535
H 2.7974 5.1453 5.2845
H 1.6160 4.1793 6.2631
H 1.2048 5.8404 5.9317
H -1.0187 1.7247 3.0774
H -0.5242 2.1427 1.4162
H -1.8620 3.0504 2.1697
C 1.8623 2.4434 -1.1794
O 2.5308 3.7006 -1.1838
C 2.8095 4.2464 -2.3396
O 2.6937 3.6143 -3.4104
O 3.4962 5.4723 -2.1589
C 4.0180 6.1377 -3.2779
H 1.4692 2.2229 -0.1870
H 2.5859 1.6698 -1.4366
H 0.9968 2.4546 -1.8418
H 4.2735 7.1588 -2.9950
H 3.3337 6.1715 -4.1257
H 4.9874 5.6918 -3.5002
```

- calculated total energy (Eh) = -3921.9907
- LUMO energy (spin up / spin down) (Eh) = -0.1306 / -0.1376
- spin multiplicity = 5
- total charge = +1
- gap between HOMO and LUMO (spin up / spin down) (eV) = 7.2 / 6.8
- E_HOMO (spin up / spin down) (eV) = -10.7131 / -10.5656
- ⟨S²⟩ = 6.01

***

This record from the OMol25 dataset describes the molecule C3H5NO2S in a non-equilibrium geometry. The level of theory is the ωB97M-V functional and the def2-TZVPD basis.

The geometry in XYZ format:
```
12
Properties=species:S:1:pos:R:3
C 0.3335 -0.2103 -0.0979
C 0.1431 1.1217 -0.4904
C 1.7624 -0.6913 0.2099
N -0.5269 -1.2013 0.0243
O -3.8168 0.4513 0.5989
O -1.8422 -0.9471 0.0830
S -2.5852 0.5036 -0.1387
H 0.8944 1.7511 -0.2527
H -0.7826 1.5064 -0.8970
H 1.8607 -1.1832 1.2046
H 2.2442 0.3077 0.3176
H 2.3154 -1.4086 -0.5615
```

- calculated total energy (Eh) = -720.5554
- LUMO energy (spin up / spin down) (Eh) = -0.0472 / -0.0381
- relative energy (zero: lowest compared OMol25 entry of this formula, charge and spin) (eV) = 5.200
- gap between HOMO and LUMO (spin up / spin down) (eV) = 7.6 / 8.0
- E_HOMO (spin up / spin down) (eV) = -8.9346 / -9.0389

***

This record from the OMol25 dataset describes the ion C19H33N2O3 with charge +1. The level of theory is the ωB97M-V functional and the def2-TZVPD basis.

The geometry in XYZ format:
```
57
Properties=species:S:1:pos:R:3
C 3.6547 -0.6950 -0.3804
C 2.3618 -1.4497 -0.3349
C 1.5093 -1.1771 0.7266
C 0.2936 -1.8278 0.8832
C -0.0960 -2.7772 -0.0407
C 0.7573 -3.0530 -1.0961
C 1.9786 -2.4144 -1.2777
C 2.7728 -2.8064 -2.5059
H 2.2974 -3.7118 -2.8989
C 4.2353 -3.1641 -2.2333
H 4.3190 -3.7651 -1.3310
H 4.8605 -2.2838 -2.1316
H 4.6212 -3.7479 -3.0655
C 2.6531 -1.7357 -3.5960
H 3.1604 -2.0728 -4.4961
H 1.6073 -1.5555 -3.8369
H 3.0999 -0.7946 -3.2878
H 0.4483 -3.8022 -1.8096
H -1.0267 -3.3156 0.0384
O -0.4585 -1.4067 1.9844
C -1.6847 -2.0447 2.2769
C -2.8534 -1.4626 1.4510
O -4.0481 -2.1386 1.6852
H -4.2544 -2.1675 2.6277
H -2.6538 -1.6133 0.3840
C -3.0175 0.0505 1.7384
N -1.8090 0.8190 1.3677
C -1.7142 1.0793 -0.0872
C -0.3528 1.7240 -0.3943
N -0.1117 2.9316 0.3485
C -0.3230 2.7362 1.7560
C -1.6883 2.1037 2.0899
H -1.7585 1.9259 3.1639
H -2.5109 2.7459 1.7723
H -0.2282 3.6901 2.2742
H 0.4641 2.0688 2.1309
C -0.4773 4.2083 -0.2269
H -0.2748 4.1487 -1.2981
C -1.9184 4.7120 -0.0068
H -2.1274 4.8098 1.0613
O -2.9062 3.8418 -0.5277
H -3.0101 4.0111 -1.4696
H -2.0033 5.7077 -0.4518
H 0.1928 4.9629 0.1965
H -0.2902 1.9312 -1.4621
H 0.4393 1.0042 -0.1474
H -1.8127 0.1446 -0.6376
H -2.5224 1.7633 -0.3607
H -1.0018 0.2070 1.6426
H -3.2019 0.1840 2.8086
H -3.8824 0.4336 1.1907
H -1.6221 -3.1252 2.1193
H -1.8586 -1.8650 3.3441
H 1.8037 -0.4579 1.4777
H 3.6170 0.1625 0.2877
H 4.4714 -1.3362 -0.0541
H 3.8807 -0.3403 -1.3806
```

- calculated total energy (Eh) = -1078.7735
- LUMO energy (Eh) = -0.0757
- relative energy (zero: lowest compared OMol25 entry of this formula, charge and spin) (eV) = 2.663
- total charge = +1
- gap between HOMO and LUMO (eV) = 9.3
- E_HOMO (eV) = -11.3697